Record 1
Entry from OMol25: a cluster of 2 separate species, C3H4FIO in total in a non-equilibrium geometry (ωB97M-V with the def2-TZVPD basis set).

Geometry (Å):
C -0.470 1.763 -0.267
C 0.097 -1.329 -0.368
C 0.250 -0.509 0.866
O -1.304 1.892 -1.094
F -0.529 -0.363 1.902
I 0.981 3.335 0.144
H -0.144 -2.469 -0.084
H 0.896 -1.323 -1.049
H -0.824 -1.144 -1.084
H 1.046 0.149 1.034

The HOMO energy (alpha / beta) comes out at -8.6 / -7.9 eV. The calculation puts the largest force on an atom at 5.3 eV Å⁻¹. The frontier orbital gap (alpha / beta) is 8.546 / 6.259 eV. The total energy is -16037.5857 eV. Its energy relative to the best compared isomer or geometry (same formula, charge and spin) is 319.74 kJ/mol.

***

Record 2
Entry from OMol25: a cluster of 2 separate species, C3H9NO2 in total in a non-equilibrium geometry (ωB97M-V with the def2-TZVPD basis set).

Geometry (Å):
C 2.187 0.253 1.221
N 1.199 -0.578 0.441
C -0.022 -0.136 -0.081
C -0.932 -1.264 -0.664
O -0.398 1.006 0.206
H 1.910 1.297 1.146
H 1.998 -0.057 2.304
H 3.290 -0.004 0.882
H 1.627 -1.457 0.043
H -0.606 -2.304 -0.655
H -1.029 -1.036 -1.692
H -1.943 -1.149 -0.299
O -2.676 1.494 -1.188
H -2.812 2.506 -0.907
H -1.795 1.431 -0.757

The HOMO energy comes out at -9.9 eV. The SMILES is CNC(C)=O.O. The calculation puts the largest force on an atom at 4.1 eV Å⁻¹. The frontier orbital gap is 10.653 eV. The total energy is -8841.7048 eV. Its energy relative to the best compared isomer or geometry (same formula, charge and spin) is 120.65 kJ/mol.

***

Record 3
Entry from OMol25: a cluster of 2 separate species, C3H5NO in total in a non-equilibrium geometry (ωB97M-V with the def2-TZVPD basis set).

Geometry (Å):
N 2.689 -0.889 0.570
C 2.752 0.189 0.044
O 2.855 1.211 -0.465
H 3.345 -1.538 0.428
C -0.330 0.191 0.164
C -1.556 0.164 -0.121
H 0.157 -0.729 0.446
H 0.370 1.060 0.024
H -2.392 -0.573 -0.130
H -2.010 1.098 -0.309

The HOMO energy comes out at -10.4 eV. The SMILES is N=C=O.C=C. The calculation puts the largest force on an atom at 5.7 eV Å⁻¹. The frontier orbital gap is 11.204 eV. The total energy is -6727.9728 eV. Its energy relative to the best compared isomer or geometry (same formula, charge and spin) is 154.37 kJ/mol.